Record 1
56
Properties=species:S:1:pos:R:3 method="wB97M-V/def2-TZVPD" total_charge=-1 energy_ev=-47030.384 largest_force_ha_per_bohr=0.04301 orbital_gap_ha=0.27190
H -0.929 -0.744 -3.544
C -2.471 -0.807 1.948
C 1.594 -0.236 1.632
C -0.465 1.424 1.457
C 4.987 -1.344 -0.069
H -4.346 -3.742 1.810
O -0.315 -0.629 0.368
H 3.455 4.521 1.532
H -3.077 -2.918 -1.895
H -0.164 2.471 1.532
N -0.980 -0.596 -2.545
H -3.334 0.029 -3.240
O 3.879 -3.449 -0.048
N -3.277 -0.975 -3.067
O -1.636 1.204 0.786
N -2.138 -2.568 -1.740
H -4.982 -2.147 2.115
H -0.471 1.102 2.523
H -4.268 -2.597 0.495
H 4.948 -0.657 -0.913
H 0.115 1.253 -1.136
C 1.898 4.639 -1.412
C 2.615 5.058 -0.323
H 1.263 -0.296 2.666
C -2.228 -1.121 -1.994
H -3.426 -0.270 2.013
C 1.028 1.097 -0.564
H 5.846 -1.999 -0.170
H 1.687 5.321 -2.223
H -1.525 -3.002 -2.420
H -2.883 -2.487 3.197
C 1.652 2.478 -0.415
C 0.540 0.442 0.744
Cl -1.592 -3.450 1.500
H 2.561 0.283 1.633
H -1.894 -0.496 2.824
H 2.969 6.080 -0.283
H 2.604 2.241 1.482
C -2.825 -2.298 2.123
C 3.769 -2.242 -0.072
C -2.738 -0.342 -0.793
H -2.917 -1.358 -3.941
C 2.867 4.185 0.685
O 1.632 -2.628 1.752
H 1.658 0.422 -1.146
B -1.763 -0.294 0.541
H 5.037 -0.803 0.875
C 1.423 3.364 -1.438
C 2.393 2.902 0.656
H -0.207 -1.075 -2.092
H -3.737 -0.698 -0.525
C -4.199 -2.681 1.577
O 2.515 -1.648 -0.153
H 0.846 3.031 -2.292
H -2.867 0.690 -1.133
C 1.877 -1.639 1.121

---

Record 2
79
Properties=species:S:1:pos:R:3 method="wB97M-V/def2-TZVPD" total_charge=+4 energy_ev=-129600.294 relative_energy_kcal_mol=21.95 multiplicity=5 largest_force_ha_per_bohr=0.05381 orbital_gap_ha="0.16397 / 0.17253"
C -0.071 3.718 -0.081
H -2.208 3.896 -0.600
N -0.385 0.652 10.382
C 2.907 0.644 2.069
C 0.857 2.383 -3.683
H 3.544 -2.298 -1.766
H 2.609 -3.736 0.639
H -3.354 0.887 -2.099
N 1.982 1.647 1.846
Se 1.486 -0.354 -3.076
C 0.538 1.962 5.796
C 2.945 0.350 3.415
C 1.572 1.119 5.364
C -1.298 -1.043 -4.801
H 0.930 -3.475 1.190
H -3.111 0.938 0.536
H -2.163 1.559 -3.242
N 1.999 1.171 4.027
H 3.489 0.182 1.287
C 2.842 -3.085 -2.070
H 0.119 2.718 5.130
C 0.331 -4.407 -1.624
H 3.561 -0.337 3.960
P -1.684 -1.033 0.195
H -3.615 0.765 -3.860
C 1.718 1.138 -5.588
H -0.891 -2.053 -4.914
H 0.444 2.368 -2.671
H 2.051 2.274 -7.388
H -2.911 -2.664 1.451
H -1.800 3.662 1.175
H -3.968 -0.268 -0.458
H -1.549 2.342 -0.033
H 3.280 -4.067 -1.826
H 2.963 -0.456 5.912
P -1.982 -0.853 -3.133
H 2.048 -2.075 0.966
H -1.432 -3.410 0.785
H -3.753 -0.526 1.298
C 0.041 1.824 7.095
C 1.762 2.314 -6.335
H -2.046 -0.874 -5.583
H -0.048 -4.274 -2.649
H -2.826 -3.130 -2.956
C -3.283 -2.132 -3.007
C 2.140 0.180 6.232
C 0.579 0.864 7.962
H 0.688 4.527 -3.947
H -1.434 -0.935 2.587
H -0.496 -4.577 -0.920
H 1.506 4.463 -6.313
C -2.262 -2.731 0.566
P 1.254 -2.896 -1.154
H 0.250 4.282 -0.952
H 1.988 0.184 -6.035
H -0.773 2.467 7.434
H -0.975 0.626 1.835
H 2.053 -0.681 8.213
C 1.746 -3.059 0.586
H 2.688 -3.015 -3.156
C 0.048 0.740 9.298
H -3.912 -2.091 -3.908
H -0.489 -0.307 -4.913
C -1.505 3.472 0.138
C -3.281 -0.134 0.383
H 0.711 2.719 3.218
C -0.899 -0.469 1.747
Pt -0.242 -1.047 -1.592
C -2.860 0.734 -3.065
C 0.965 3.572 -4.410
H -2.838 -3.127 -0.278
H -3.923 -1.971 -2.128
H 0.158 -0.749 1.789
C 1.427 3.538 -5.737
C 1.314 1.175 -4.236
H 0.630 3.542 0.739
H 1.016 -5.268 -1.606
C 1.634 0.052 7.528
C 1.454 1.957 3.024